# 1
This record from the Open Molecules 2025 dataset describes a structure of composition C19H25F5N5O4S2TeV at a distorted geometry. The level of theory is wB97M-V/def2-TZVPD.

LUMO energy   -0.3048 Ha
HOMO   -14.4 eV
E_tot   -103975.6812 eV

Structure (ORCA input):
```
! RIJCOSX wB97M-V def2-TZVPD def2/J DEFGRID3
* xyz 2 1
V -0.0718 -0.5689 -0.2056
C -3.3817 4.1442 0.5750
N -2.9719 2.8405 0.0570
C -3.9605 2.1090 -0.7331
C -1.8233 2.2534 0.3602
O -1.5612 1.0751 0.0748
C -0.7477 3.0104 1.1089
O 0.4678 2.4706 0.6703
C 0.8938 2.9107 -0.5938
C 1.5369 1.7195 -1.2497
O 1.4136 0.6180 -0.6308
N 2.1780 1.8169 -2.3847
C 2.3703 3.1047 -3.0545
C 2.8095 0.6519 -3.0047
H -3.2184 4.9313 -0.1624
H -4.4446 4.0985 0.8017
H -2.8667 4.3929 1.4982
H -4.7249 2.8114 -1.0538
H -3.4951 1.6771 -1.6127
H -4.4181 1.3113 -0.1478
H -0.7928 4.0929 0.9828
H -0.8340 2.7815 2.1732
H 0.0772 3.2430 -1.2469
H 1.6101 3.7315 -0.4782
H 1.5273 3.7652 -2.8799
H 3.2919 3.5800 -2.7160
H 2.4390 2.9243 -4.1231
H 2.3649 -0.2571 -2.6179
H 2.6447 0.7033 -4.0774
H 3.8814 0.6618 -2.8031
S 0.0305 -0.1656 2.0858
C -0.8615 -1.4655 2.8064
N -1.1205 -1.3401 4.1349
C -1.8028 -2.2695 4.8303
C -2.2588 -3.3786 4.1714
C -1.9635 -3.4572 2.8088
N -1.2797 -2.5304 2.1472
H -0.7833 -0.5080 4.6099
H -1.9541 -2.0777 5.8837
H -2.8153 -4.1481 4.6834
H -2.2918 -4.3106 2.2265
S 1.2055 -4.7990 -0.7809
C 0.3108 -3.3758 -0.7965
N 0.8978 -2.3337 -0.2349
C 2.1654 -2.6451 0.2640
C 3.0577 -1.7873 0.9057
C 4.2675 -2.3058 1.3171
C 4.5981 -3.6502 1.0985
C 3.7221 -4.5038 0.4613
C 2.4986 -3.9828 0.0470
H -0.6727 -3.3140 -1.2483
H 2.8083 -0.7484 1.0721
H 4.9777 -1.6623 1.8172
H 5.5561 -4.0233 1.4316
H 3.9774 -5.5396 0.2876
F -2.1792 -2.0245 -3.0199
Te -1.9436 -0.1309 -2.7271
F -2.0979 -0.0065 -4.5684
F 0.0853 -0.8167 -2.2523
F -3.8413 0.1551 -2.6052
F -0.9213 1.5962 -3.0378
O -1.5655 -1.0552 -0.3451
*
```

Atom charges from the Löwdin analysis, given in e for atoms 1 to 8: 0.86 0.00 -0.09 0.00 -0.39 -0.14 -0.11 -0.16

***

# 2
This record from the Open Molecules 2025 dataset describes a structure of composition C48H38N6P2PbS. The level of theory is wB97M-V/def2-TZVPD.

LUMO energy   -0.3939 Ha
HOMO   -18.1 eV
E_tot   -93961.0426 eV

Structure (ORCA input):
```
! RIJCOSX wB97M-V def2-TZVPD def2/J DEFGRID3
* xyz 4 1
Pb 1.3387 -0.5086 -0.1379
N -2.8715 -3.1930 -0.1364
C -4.1063 -2.5488 -0.3686
C -5.2846 -3.2416 -0.1457
C -6.5036 -2.6343 -0.4024
C -6.5564 -1.3393 -0.9058
C -5.3828 -0.6420 -1.1413
C -4.1655 -1.2459 -0.8424
S -2.6333 -0.4286 -1.1907
N -1.4529 -1.3575 -0.4983
C -1.6714 -2.6257 -0.2039
C -0.4980 -3.5381 0.0201
C -0.6397 -4.9043 -0.1555
C 0.4624 -5.7343 0.0234
C 1.6668 -5.1719 0.3884
C 1.7322 -3.7913 0.5143
N 0.6889 -2.9862 0.3198
H -2.9280 -4.1632 0.1375
H -5.2486 -4.2650 0.2111
H -7.4187 -3.1843 -0.2274
H -7.5097 -0.8820 -1.1346
H -5.4182 0.3461 -1.5769
H -1.5729 -5.3530 -0.4682
H 0.3697 -6.8015 -0.1311
H 2.5444 -5.7800 0.5597
H 2.6702 -3.3093 0.7723
C 0.7082 -0.5624 4.4702
C 0.5504 -0.5755 3.0857
N 1.5684 -0.4379 2.2479
C 2.8247 -0.2767 2.7491
C 3.0664 -0.2290 4.1274
C 1.9656 -0.3813 4.9899
C 4.4046 -0.0559 4.6180
C 5.4422 0.0399 3.7637
C 5.2307 -0.0317 2.3446
C 6.2928 0.0277 1.4176
C 6.0358 -0.0768 0.0751
C 4.7121 -0.2263 -0.3438
N 3.6953 -0.2741 0.5053
C 3.9382 -0.1846 1.8384
H -0.1512 -0.6990 5.1110
H -0.4329 -0.7055 2.6418
H 2.1237 -0.3688 6.0620
H 4.5635 -0.0130 5.6880
H 6.4532 0.1635 4.1310
H 7.3063 0.1505 1.7803
H 6.8322 -0.0476 -0.6557
H 4.4712 -0.3031 -1.3992
N -1.4567 2.3518 -0.5539
P 0.2683 2.2474 -0.1976
C 0.6512 3.9016 0.3884
C 0.6165 4.9968 -0.4826
C 0.8824 6.2657 0.0055
C 1.1961 6.4441 1.3502
C 1.2477 5.3577 2.2126
C 0.9739 4.0845 1.7351
C 0.9737 2.1942 -1.8663
C 0.2828 1.7052 -2.9742
C 0.9255 1.5953 -4.2013
C 2.2630 1.9483 -4.3201
C 2.9640 2.4122 -3.2125
C 2.3259 2.5352 -1.9863
P -2.7376 1.5086 0.0068
C -4.1912 2.3219 -0.5292
C -5.2691 2.4223 0.3628
C -6.3714 3.1740 -0.0028
C -6.3995 3.8139 -1.2377
C -5.3319 3.7025 -2.1277
C -4.2239 2.9513 -1.7866
C -2.6774 1.1382 1.7250
C -3.4269 0.0809 2.2573
C -3.4833 -0.0773 3.6313
C -2.8071 0.8129 4.4624
C -2.0623 1.8594 3.9281
C -1.9881 2.0307 2.5544
H -1.7219 3.2491 -0.9609
H 0.4087 4.8603 -1.5386
H 0.8550 7.1160 -0.6630
H 1.4086 7.4372 1.7243
H 1.5060 5.5037 3.2531
H 1.0267 3.2299 2.4033
H -0.7631 1.4309 -2.8928
H 0.3826 1.2412 -5.0679
H 2.7560 1.8742 -5.2804
H 4.0036 2.6973 -3.3106
H 2.8659 2.9357 -1.1339
H -5.2375 1.9411 1.3321
H -7.2069 3.2682 0.6779
H -7.2639 4.4046 -1.5140
H -5.3689 4.2030 -3.0860
H -3.4085 2.8479 -2.4946
H -3.9801 -0.5930 1.6134
H -4.0737 -0.8767 4.0597
H -2.8755 0.6992 5.5372
H -1.5554 2.5587 4.5809
H -1.4374 2.8681 2.1420
*
```

Atom charges from the Löwdin analysis, given in e for atoms 1 to 8: 1.38 0.16 -0.22 0.03 0.01 -0.01 -0.06 -0.39

***

# 3
This record from the Open Molecules 2025 dataset describes the ion CHN4O with charge -1 at a distorted geometry. The level of theory is wB97M-V/def2-TZVPD.

SMILES   Oc1nnn[n-]1
LUMO energy   0.1548 Ha
HOMO   -4.4 eV
E_tot   -9058.9939 eV

Structure (ORCA input):
```
! RIJCOSX wB97M-V def2-TZVPD def2/J DEFGRID3
* xyz -1 1
C -0.2263 -0.4792 -0.0811
N 1.2045 1.1149 -0.0140
N 1.8975 0.0350 -0.0915
N -0.0612 0.8343 -0.0908
N 1.1756 -1.0361 -0.1323
O -1.8687 -0.6449 0.0010
H -2.1215 0.1760 0.4087
*
```

In elementary charge units, the Löwdin charges are: -0.26 -0.19 -0.22 -0.11 -0.07 -0.15 0.00

***

# 4
This record from the Open Molecules 2025 dataset describes a cluster of 2 separate species, C2F2N2O2 in total at a distorted geometry. The level of theory is wB97M-V/def2-TZVPD.

LUMO energy (alpha / beta)   -0.0561 / -0.0625 Ha
HOMO (alpha / beta)   -10.6 / -9.7 eV
E_tot   -14577.7509 eV

Structure (ORCA input):
```
! RIJCOSX wB97M-V def2-TZVPD def2/J DEFGRID3
* xyz 0 1
C 1.9602 0.3342 0.1676
C 1.0056 -0.4017 -0.4580
N 2.8335 0.9407 0.6822
N -2.0369 0.0633 0.5104
O -2.9932 -0.5271 0.1376
O -1.6082 1.1786 0.4044
F 0.1421 -1.1493 0.2927
F 0.6970 -0.4386 -1.7371
*
```

In elementary charge units, the Löwdin charges are: -0.14 -0.31 0.19 -0.21 0.12 0.10 0.08 0.16